Record 1
# C24H17BrF9N4O4Zn

A structure of composition C24H17BrF9N4O4Zn (ωB97M-V with the def2-TZVPD basis set, the Open Molecules 2025 dataset).

Atoms and positions in Å:
Br -5.62572 -2.82341 1.81911
Zn 0.61229 -0.57939 0.29216
F 4.18364 0.40539 -2.69485
F 4.43393 -2.36954 0.32178
F 3.34502 -0.31636 1.94597
F 3.24173 -2.27832 -1.48371
F 4.13782 1.55006 1.20494
F 5.30242 -1.62753 -1.49549
F 3.80533 2.04259 -1.34911
F 5.67151 0.96483 -1.20979
F 5.40850 -0.18919 1.27558
O -0.15525 -0.38668 2.12288
O 2.32560 0.00079 -0.56580
O 1.75119 -3.10567 1.23479
O -2.05859 -0.82672 -1.71404
N -2.57306 1.63599 -0.04213
N 0.82925 -2.59638 0.53778
N 0.20625 2.36318 0.03401
N -1.03750 -1.36816 -0.93058
C 1.39947 2.82847 0.30094
C 4.15774 -1.63822 -0.75796
C -2.07964 2.80246 -0.63793
C -2.93316 -2.61444 2.76830
C -0.13172 -3.33503 0.03137
C 1.84804 4.09692 -0.11761
C -1.67721 -2.05279 2.86182
C -2.14111 1.18198 1.07337
C -3.70068 -0.75233 1.44037
C 4.14771 0.20425 1.01935
C -2.50893 4.74276 -2.02978
C -2.34458 -3.42511 -1.18754
C 3.63893 -0.16611 -0.42153
C -0.69202 3.17669 -0.58005
C -3.92462 -1.97948 2.02356
C 4.34808 0.81575 -1.42592
C -2.45544 -0.14672 1.59146
C -1.15359 -2.64087 -0.72394
C -2.93920 3.56646 -1.39590
C -0.18035 -4.81963 0.24641
C 1.02738 4.85204 -0.89709
C -0.29701 4.41684 -1.14458
C -1.37220 -0.83529 2.21216
C -1.22422 5.18206 -1.88247
H -2.82930 -3.87038 -0.31654
H 2.85480 4.41347 0.11938
H -2.04282 -4.23753 -1.85076
H -3.21613 5.31785 -2.61483
H -0.87748 -2.56001 3.38847
H -1.04439 -5.10929 0.85223
H 1.36322 5.79068 -1.32291
H -1.52259 1.78765 1.73256
H -0.89904 6.12009 -2.31861
H -0.23213 -5.35758 -0.70325
H 2.04525 2.17774 0.87736
H 0.72734 -5.10714 0.77092
H -3.15040 -3.55443 3.26017
H -3.97337 3.25376 -1.46259
H -2.29160 0.00586 -1.26368
H -4.48044 -0.24318 0.88743
H -3.04691 -2.78374 -1.70569

Output
Frontier orbital gap = 6.884 eV
Energy above the lowest of the compared OMol25 structures with the same formula, charge and spin = 0.0 kcal per mole
LUMO energy = 2.132 eV
Net charge = -1
Highest occupied orbital energy = -0.175 Eh
Electronic energy = -6696.9926 Ha

=====

Record 2
# C24H17CuF5N4OS

A structure of composition C24H17CuF5N4OS in a non-equilibrium geometry (ωB97M-V with the def2-TZVPD basis set, the Open Molecules 2025 dataset).

Atoms and positions in Å:
Cu 0.68453 0.59211 -0.95751
S 2.12774 -1.42196 -0.89754
F 0.21191 3.26562 -7.35234
F 2.42223 1.59330 -3.53939
F -2.10643 2.09772 -6.49791
F -2.15413 0.68140 -4.20332
F 2.46987 2.98485 -5.85545
O 0.08293 0.35863 -2.71022
N -1.00681 0.33314 0.22476
N 0.72111 -2.71480 0.96145
N 2.23015 -1.10257 1.70818
N -1.03451 1.06214 1.23577
C 2.60153 2.83411 2.18062
C 0.13331 1.07836 -3.79338
C 2.57459 -0.41345 4.00649
C -3.27398 -0.42549 0.75108
C -0.69589 -3.94731 2.44945
C -0.98736 1.96427 -5.78097
C -2.11515 -1.24301 -1.20935
C 0.36576 -2.92493 2.21464
C 1.32969 2.41579 -5.45092
C -3.20655 -2.03628 -1.51571
C 2.47550 2.10165 0.99929
C -2.14751 -0.41829 -0.08534
C 1.29771 1.69818 -4.27050
C 1.89009 -1.27458 3.00097
C 1.65716 -1.80558 0.67041
C 0.94307 -2.21516 3.28956
C 0.30262 2.39230 2.71735
C 1.51529 2.97743 3.03503
C 0.17745 1.67285 1.52828
C -1.00466 1.24593 -4.60306
C 0.18655 2.55610 -6.21699
C -4.32636 -2.02961 -0.69841
C 1.26312 1.54093 0.63528
C -4.35076 -1.22955 0.43966
H 2.19868 -0.61204 5.00610
H -0.55179 2.46986 3.37920
H -0.36867 -4.90462 2.04293
H -3.27823 0.20288 1.63024
H -3.18025 -2.66396 -2.39611
H 3.54491 3.30916 2.42195
H 2.89814 -0.39061 1.44385
H 1.61977 3.53994 3.95387
H -1.24207 -1.23700 -1.84500
H 0.63661 -2.39946 4.30788
H 3.65026 -0.59849 3.99031
H -5.18465 -2.64079 -0.94611
H -1.59643 -3.66417 1.90275
H -5.21995 -1.23608 1.08492
H 3.33371 1.99795 0.34195
H -0.92672 -4.05651 3.50674
H 2.41282 0.63970 3.76459

Output
Frontier orbital gap (spin up / spin down) = 6.427 / 6.291 eV
Energy above the lowest of the compared OMol25 structures with the same formula, charge and spin = 7.4 kcal per mole
LUMO energy (spin up / spin down) = -1.230 / -1.343 eV
<S²> = 0.756
2S+1 = 2
Highest occupied orbital energy (spin up / spin down) = -0.281 / -0.281 Eh
Electronic energy = -3756.9603 Ha